[1]
The following is a quantum chemistry calculation of an isolated molecule of CH2O3, from OMol25.

The electronic energy is -264.808486 Ha. The LUMO energy (spin up / spin down) comes out at -0.27 / -0.27 eV. As for the structure (SMILES): O=COO. Its spin multiplicity is 1. For the energy above the lowest of the compared OMol25 structures with the same formula, charge and spin, the calculation gives 650.3 kJ/mol. The HOMO energy (spin up / spin down) comes out at -10.069 / -10.068 eV.

Element x y z (Å)
O -2.84154 -0.09327 -0.06848
C -1.30095 0.13732 -0.07607
O -0.52191 -0.86115 0.05727
O 0.82324 -0.27297 -0.08781
H -1.12231 1.16295 0.09092
H 1.27303 -0.99112 0.30286

Atoms 1-3, force components in eV/Å:
9.8 1.0 -0.3
-12.3 -1.9 1.0
1.0 0.7 -0.7

[2]
The following is a quantum chemistry calculation of an isolated molecule of CH2O3S, from OMol25.

The electronic energy is -663.059001 Ha. The LUMO energy (spin up / spin down) comes out at -3.63 / -3.62 eV. Its spin multiplicity is 1. For the energy above the lowest of the compared OMol25 structures with the same formula, charge and spin, the calculation gives 299.0 kJ/mol. The HOMO energy (spin up / spin down) comes out at -11.164 / -11.165 eV.

Element x y z (Å)
C -1.02324 0.00857 -0.32348
O 1.30253 1.30304 -0.38416
O 1.40118 -1.14173 -0.65529
O 0.51214 -0.17623 1.44340
S 0.84878 0.00409 -0.01978
H -1.55117 -0.91255 -0.11119
H -1.49022 0.91482 0.05050

Atoms 1-3, force components in eV/Å:
2.6 -0.2 3.4
0.0 0.1 0.1
0.0 -0.1 0.0

[3]
The following is a quantum chemistry calculation of an isolated molecule of CH2O3S, from OMol25.

The electronic energy is -663.134675 Ha. The LUMO energy comes out at -0.18 eV. As for the structure (SMILES): OC1(O)OS1. Its spin multiplicity is 1. For the energy above the lowest of the compared OMol25 structures with the same formula, charge and spin, the calculation gives 100.3 kJ/mol. The HOMO energy comes out at -8.896 eV.

Element x y z (Å)
O -0.47688 -1.21689 0.75743
C -0.03925 -0.01906 0.22042
O 0.41107 -0.27213 -1.01743
O -0.64092 1.12959 0.48716
S 0.97381 1.58301 1.02777
H -0.88365 -1.72502 0.03984
H 0.65582 0.52050 -1.51518

Atoms 1-3, force components in eV/Å:
0.5 2.0 0.5
0.1 0.1 -0.2
-0.1 -0.3 -0.5

[4]
The following is a quantum chemistry calculation of a cluster of 2 separate species, CH2O4S in total, from OMol25.

The electronic energy is -738.391819 Ha. The LUMO energy comes out at 0.22 eV. Its spin multiplicity is 1. For the energy above the lowest of the compared OMol25 structures with the same formula, charge and spin, the calculation gives 151.9 kJ/mol. The HOMO energy comes out at -12.004 eV.

Element x y z (Å)
C -0.45112 1.90127 -1.11704
O 0.43173 1.85763 -1.82403
O -0.61449 0.16526 1.32176
O -0.37245 -0.74998 -0.97867
O 1.73741 -0.38465 0.31894
S 0.36216 -0.73146 0.30737
H -1.41626 -0.06252 1.00436
H 0.32302 -1.99555 0.96731

Atoms 1-3, force components in eV/Å:
0.7 0.4 -0.8
-0.7 0.2 0.5
6.3 -0.2 0.7

[5]
The following is a quantum chemistry calculation of a cluster of 2 separate species, CH2O4S2 in total, from OMol25.

The electronic energy is -1136.456254 Ha. The LUMO energy (spin up / spin down) comes out at 6.23 / 6.24 eV. The total charge is -2. Its spin multiplicity is 1. For the energy above the lowest of the compared OMol25 structures with the same formula, charge and spin, the calculation gives 329.7 kJ/mol. The HOMO energy (spin up / spin down) comes out at 1.181 / 1.185 eV.

Element x y z (Å)
C -0.09065 -0.32903 -1.16187
O -2.20295 0.24793 1.30248
O 2.26973 -0.35422 -0.00191
O -3.12671 -1.27354 -0.40269
O 0.73912 -2.20167 0.50297
S -2.37664 0.02636 -0.15638
S 0.85101 -0.83570 0.18689
H 0.12905 0.66439 -1.00266
H 0.79376 -0.39824 1.72151

Atoms 1-3, force components in eV/Å:
-1.7 -2.3 2.5
0.1 0.2 -0.1
-0.8 -0.2 -0.1

[6]
The following is a quantum chemistry calculation of a cluster of 2 separate species, CH2O4Si in total, from OMol25.

The electronic energy is -629.846810 Ha. The LUMO energy comes out at 0.23 eV. As for the structure (SMILES): O=[SiH]O.O=C=O. Its spin multiplicity is 1. For the energy above the lowest of the compared OMol25 structures with the same formula, charge and spin, the calculation gives 0.0 kJ/mol. The HOMO energy comes out at -11.189 eV.

Element x y z (Å)
O 0.11528 0.09156 -0.78679
Si -1.04025 0.59195 0.04225
O -2.59693 0.53163 -0.36451
H -1.11279 1.21039 1.33751
H -2.92724 0.16165 -1.18137
O 2.27741 -1.89934 -0.09815
C 2.50564 -0.85484 0.30668
O 2.77886 0.16701 0.74438

Atoms 1-3, force components in eV/Å:
0.4 0.0 0.0
-0.5 -0.2 -0.5
-0.3 0.2 0.3

[7]
The following is a quantum chemistry calculation of a structure of composition CH2O6P2, from OMol25.

The electronic energy is -1173.569557 Ha. The LUMO energy (spin up / spin down) comes out at 6.38 / 6.36 eV. The total charge is -2. Its spin multiplicity is 1. For the energy above the lowest of the compared OMol25 structures with the same formula, charge and spin, the calculation gives 235.1 kJ/mol. The HOMO energy (spin up / spin down) comes out at 0.163 / -0.043 eV.

Element x y z (Å)
C -0.06165 0.15676 0.31596
O -0.63836 -2.64682 0.65862
O -4.03980 0.63778 1.14034
O -0.69822 -1.38503 -1.60508
O -3.83254 0.44417 -1.36695
O -2.47013 -1.05354 0.28532
O 0.96288 0.52097 -0.44260
P -0.95941 -1.39500 -0.10623
P -3.13212 0.47096 -0.03794
H -0.01644 0.35406 1.37301
H 0.84265 -0.14089 -1.10488

Atoms 1-3, force components in eV/Å:
-2.4 -1.3 2.1
0.5 0.4 0.3
0.0 0.9 1.0

[8]
The following is a quantum chemistry calculation of a cluster of 2 separate species, CH2OPS2 in total, from OMol25.

The electronic energy is -1252.323850 Ha. The LUMO energy comes out at 3.26 eV. The total charge is -1. Its spin multiplicity is 1. For the energy above the lowest of the compared OMol25 structures with the same formula, charge and spin, the calculation gives 26.7 kJ/mol. The HOMO energy comes out at -2.725 eV.

Element x y z (Å)
C 1.77707 -0.35710 -0.29869
O 1.55545 -0.62953 -1.40290
P -1.18819 -0.17397 -0.01877
S 2.45050 -0.32906 1.10740
S -0.29191 1.59516 0.03670
H -2.42518 0.11719 -0.64231
H -1.87774 -0.22269 1.21858

Atoms 1-3, force components in eV/Å:
0.3 -0.5 -1.6
-0.1 0.4 0.3
-1.0 -1.2 0.1

[9]
The following is a quantum chemistry calculation of a cluster of 2 separate species, CH2OS3 in total, from OMol25.

The electronic energy is -1308.988535 Ha. The LUMO energy (spin up / spin down) comes out at -1.20 / -1.19 eV. As for the structure (SMILES): C1SS1.O=S. Its spin multiplicity is 1. For the energy above the lowest of the compared OMol25 structures with the same formula, charge and spin, the calculation gives 158.5 kJ/mol. The HOMO energy (spin up / spin down) comes out at -8.299 / -8.227 eV.

Element x y z (Å)
C -1.29693 -0.00286 -0.21249
S 0.20585 0.60795 -0.91003
S -0.52522 1.09941 0.91375
H -1.48198 -0.98488 0.00041
H -2.29009 0.26754 -0.81819
O 2.50832 -0.05794 1.06259
S 2.88005 -0.92922 -0.03603

Atoms 1-3, force components in eV/Å:
-3.3 2.2 -2.6
0.4 -0.2 -1.0
-0.4 0.4 1.0

[10]
The following is a quantum chemistry calculation of a cluster of 14 separate species, CH30O15 in total, from OMol25.

The electronic energy is -1184.643364 Ha. The LUMO energy comes out at 0.12 eV. Its spin multiplicity is 1. For the energy above the lowest of the compared OMol25 structures with the same formula, charge and spin, the calculation gives 120.4 kJ/mol. The HOMO energy comes out at -10.783 eV.

Element x y z (Å)
O -0.54908 1.30181 1.73627
C 0.43416 2.23023 2.12614
H 1.35911 1.51762 2.34947
H -0.16229 2.71225 2.90474
H 1.16265 2.78557 0.25616
H -2.53296 -2.08047 3.33743
O 0.68416 3.09463 1.01337
H 3.52361 0.40538 -0.07446
H 4.47055 1.52232 0.03708
O 3.56620 1.35114 -0.04618
H 0.19663 -3.14610 0.77512
H 0.64420 -2.96358 -0.75366
O 0.85179 -3.43357 0.07462
H 3.71830 -2.00421 0.71009
H 2.32449 -1.73879 0.29631
O 3.20144 -1.24994 0.25395
H -2.16450 -1.76486 -2.14239
H -0.85113 -1.11352 -1.76008
O -1.39092 -1.94490 -1.53341
H -3.67556 -0.90960 -1.66080
H -3.37104 0.24414 -2.53877
O -3.58793 -0.76785 -2.57998
H -1.05570 -1.88650 0.04626
H -0.61271 -0.86355 1.30666
O -0.91137 -1.76366 1.11255
H -0.47518 0.13303 -2.70952
H 1.05267 0.16602 -2.58140
O 0.29948 -0.44661 -2.67473
H 2.55549 1.82772 -2.86108
H 2.50529 1.67124 -1.31977
O 1.87816 1.66836 -2.14347
H -2.34777 -1.45117 2.04578
H -3.34499 0.02903 3.08839
O -3.00242 -1.53978 2.79655
H -1.47642 1.54721 2.06716
H -4.09302 1.38145 3.36949
O -3.15821 1.10406 3.13060
H 2.37059 -3.46867 1.03748
H 3.22353 -3.93415 2.41809
O 3.07873 -3.30702 1.66341
H -1.43092 1.56548 -1.28500
H -1.65569 2.04659 -2.73492
O -1.85493 1.37963 -2.16276
H 0.70151 2.74965 -2.24553
H -0.03700 3.98286 -1.75986
O -0.06102 3.36109 -2.38540

Atoms 1-3, force components in eV/Å:
-2.2 -1.1 -0.2
0.4 -2.3 -1.9
-1.6 2.2 0.1

[11]
The following is a quantum chemistry calculation of a cluster of 17 separate species, CH34O17 in total, from OMol25.

The electronic energy is -1337.540574 Ha. The LUMO energy comes out at -0.31 eV. Its spin multiplicity is 1. For the energy above the lowest of the compared OMol25 structures with the same formula, charge and spin, the calculation gives 90.3 kJ/mol. The HOMO energy comes out at -9.791 eV.

Element x y z (Å)
O 4.22846 -0.24512 -2.41753
C 3.06118 -0.29989 -2.10520
H 2.39071 -0.56712 -2.94781
H 2.51419 0.15089 -1.28688
H -1.37952 0.14512 -1.49924
H -2.04841 -0.97635 -2.27996
O -1.59977 -0.79353 -1.44744
H 4.73829 0.93994 -0.20965
H 3.79080 2.25241 -0.58733
O 3.98074 1.49594 -0.04101
H -4.03900 -1.70372 0.61642
H -3.46819 -1.00805 -0.67845
O -4.08854 -0.92945 0.05633
H -0.79863 0.93583 0.81034
H 0.44925 0.44999 1.69555
O 0.17722 0.76100 0.82773
H -1.19860 -2.66222 -1.70694
H -0.78896 -4.17031 -1.67338
O -0.68083 -3.34453 -2.14793
H -2.59340 1.74977 0.51872
H -2.73113 0.25163 0.99753
O -2.35569 1.11086 1.24760
H 3.64525 -2.35208 1.92242
H 3.66463 -0.83324 1.48298
O 3.18453 -1.51402 1.96086
H -4.30099 -0.29285 3.16380
H -2.99309 0.45344 2.92439
O -3.60464 0.18306 3.62032
H 0.34298 3.52695 -1.24361
H 1.38411 3.33060 -2.39324
O 0.64506 2.91235 -1.94051
H 0.16762 2.66847 0.59779
H 0.43766 4.15579 0.68227
O -0.26459 3.53440 0.46532
H -2.70721 3.39327 0.05923
H -2.44566 2.80422 -1.30886
O -3.12564 2.84118 -0.62131
H -0.60662 -3.18481 0.86117
H -1.61301 -4.29086 1.07191
O -1.51461 -3.45332 0.60823
H -0.37222 1.95729 -3.58596
H -0.07850 0.48820 -3.55821
O -0.81851 1.09601 -3.56201
H 2.61321 1.44153 4.06086
H 2.62561 0.46304 2.92612
O 2.25781 0.60183 3.79355
H 0.66994 -2.44402 -1.25258
H 0.47874 -1.03094 -0.82775
O 1.18107 -1.69323 -0.88825
H 1.35551 -2.39711 1.06254
H 1.11413 -2.77515 2.53399
O 1.11728 -3.13310 1.64308

Atoms 1-3, force components in eV/Å:
0.2 -0.2 1.5
-0.5 1.0 -3.0
-0.3 -0.6 0.4

[12]
The following is a quantum chemistry calculation of a cluster of 17 separate species, CH36NO16 in total, from OMol25.

The electronic energy is -1318.059907 Ha. The LUMO energy comes out at -3.20 eV. The total charge is +1. Its spin multiplicity is 1. For the energy above the lowest of the compared OMol25 structures with the same formula, charge and spin, the calculation gives 0.0 kJ/mol. The HOMO energy comes out at -12.862 eV.

Element x y z (Å)
C 1.67324 0.77250 0.56610
N 2.33534 0.45865 -0.46405
H 1.66772 0.19187 1.48962
H 1.20364 1.77177 0.72088
H 2.16055 0.89306 -1.36081
H 2.93625 -0.35598 -0.46873
H -1.46020 0.03044 -4.36858
H -0.26905 0.88454 -3.89409
O -1.22139 0.71106 -3.72779
H -0.38907 -1.22738 -1.11835
H -0.06638 -0.07873 -2.19753
O -0.01301 -0.31814 -1.26038
H 1.71023 4.27458 2.91084
H 2.92209 3.60599 2.06160
O 1.98569 3.61043 2.27582
H -0.86376 2.26375 2.79683
H -0.35934 0.91756 3.27151
O -0.04491 1.78498 2.96854
H 1.04893 -0.81552 4.24210
H 0.09166 -1.82047 3.71594
O 0.16435 -0.86864 3.85543
H 1.13610 -3.16494 -1.15242
H 2.66577 -3.21182 -0.99528
O 1.90390 -2.67810 -0.74165
H 1.31805 -2.55624 0.95491
H 1.48329 -3.52064 2.13591
O 1.11403 -2.66087 1.90798
H -5.02886 -1.78855 0.47307
H -3.88173 -0.70221 0.56919
O -4.17529 -1.51187 0.12715
H -3.00753 -2.46305 1.97332
H -1.61909 -2.01929 2.45700
O -2.27775 -1.86981 1.76252
H 0.41489 -5.12392 -1.19399
H -0.80545 -4.42924 -1.81059
O 0.15280 -4.37104 -1.73851
H -2.46164 -2.07064 -0.94969
H -1.37097 -2.81671 -0.33539
O -1.59656 -2.45085 -1.20514
H -0.25790 3.07245 -0.08459
H 0.84453 3.71222 0.65814
O 0.65240 3.40115 -0.24664
H -2.50194 -0.06534 1.92134
H -2.31977 1.11885 1.00873
O -2.81403 0.85154 1.83124
H 0.50267 2.07062 -4.93134
H 1.29564 2.59078 -3.75360
O 1.17621 1.80108 -4.29247
H 2.47161 3.19080 -0.77344
H 3.08126 3.71009 -2.11953
O 3.27925 3.25003 -1.29850
H -0.94494 0.82144 -0.67162
H -2.11340 1.61082 -1.13512
O -1.52813 1.58694 -0.36593

Atoms 1-3, force components in eV/Å:
0.1 1.3 1.8
0.2 -0.4 0.2
0.4 -0.4 -0.4